[1]
{
  "formula": "C25H38FN4O5PS5SbW",
  "method": "ωB97M-V with the def2-TZVPD basis set",
  "energy_ha": -4310.2122,
  "orbital_gap_ev": [5.689, 4.716],
  "total_charge": 0,
  "multiplicity": 2,
  "mol_weight_g_mol": 990.51,
  "largest_force_ev_per_a": 1.20,
  "de_lowest_kcal_mol": 85.2,
  "symbols": ["W", "O", "C", "C", "C", "C", "C", "C", "C", "O", "N", "N", "C", "S", "C", "C", "S", "H", "H", "H", "H", "H", "H", "H", "H", "H", "N", "C", "C", "N", "H", "H", "H", "H", "H", "H", "H", "H", "S", "Sb", "S", "S", "C", "C", "O", "P", "O", "C", "C", "O", "C", "C", "H", "H", "H", "H", "H", "H", "H", "H", "H", "H", "H", "H", "H", "H", "H", "F", "C", "C", "C", "C", "C", "C", "C", "H", "H", "H", "H", "H", "H"],
  "positions_angstrom": [[0.4546, -0.1384, -0.5695], [2.2229, 0.8558, 3.5448], [1.4824, 0.0045, 4.2767], [1.6644, 0.0470, 5.6589], [0.9542, -0.8006, 6.4835], [0.0439, -1.7180, 5.9510], [-0.1388, -1.7654, 4.5856], [0.5686, -0.9094, 3.7296], [0.3450, -0.9447, 2.2734], [0.9071, -0.0419, 1.5554], [-0.4493, -1.8401, 1.7784], [-0.7002, -1.6805, 0.3968], [-1.5205, -2.6173, 0.0412], [-2.6052, -2.4884, -1.2922], [-3.4531, -4.0785, -1.0690], [-2.5847, -4.9635, -0.2012], [-1.7979, -3.9757, 1.1062], [2.0452, 0.7103, 2.5937], [2.3837, 0.7561, 6.0572], [1.1150, -0.7569, 7.5550], [-0.5148, -2.3840, 6.6020], [-0.8348, -2.4668, 4.1423], [-3.5878, -4.5056, -2.0615], [-4.4251, -3.8804, -0.6208], [-1.7989, -5.4286, -0.7926], [-3.1747, -5.7402, 0.2876], [-1.4201, 0.9145, -1.8012], [-2.8253, 0.9991, -1.3267], [-2.9067, 1.4433, 0.1085], [-2.2575, 0.4157, 0.9148], [-1.0835, 1.8363, -2.0267], [-1.4000, 0.3835, -2.6579], [-3.2654, 0.0096, -1.3927], [-3.4047, 1.6687, -1.9637], [-3.9521, 1.6081, 0.3724], [-2.3826, 2.3938, 0.2311], [-2.8354, -0.4105, 0.9881], [-2.0478, 0.7219, 1.8532], [5.1039, 0.7688, 0.3690], [3.7769, -0.0529, -1.2527], [2.2801, -1.7037, -0.2200], [1.8590, 1.3875, -1.9553], [0.1327, 5.4416, -1.6618], [-0.1994, 3.9785, -1.5119], [0.0168, 3.5932, -0.1385], [0.5197, 2.2081, 0.5077], [-0.1907, 2.4443, 1.9363], [-1.1330, 3.4644, 2.3245], [-0.4767, 4.5721, 3.1094], [2.0249, 2.4000, 0.8984], [2.5554, 3.4389, 1.7512], [3.2051, 4.5190, 0.9117], [-0.0190, 5.7447, -2.7017], [1.1746, 5.6251, -1.3962], [-0.5062, 6.0547, -1.0202], [0.4029, 3.3808, -2.1819], [-1.2577, 3.8218, -1.7446], [-1.8760, 2.9646, 2.9462], [-1.6327, 3.8704, 1.4482], [0.1478, 4.1564, 3.9040], [-1.2526, 5.1951, 3.5669], [0.1376, 5.2031, 2.4628], [3.2860, 2.9383, 2.3756], [1.7654, 3.8347, 2.3819], [4.1469, 4.1581, 0.4953], [3.3986, 5.4040, 1.5310], [2.5474, 4.8062, 0.0877], [-2.4555, -5.3850, -4.7445], [-1.7282, -4.3461, -4.2706], [-2.0321, -3.0701, -4.6866], [-1.2840, -2.0110, -4.1750], [-0.2609, -2.2065, -3.2510], [0.5370, -1.0637, -2.6924], [0.0410, -3.5243, -2.9016], [-0.6884, -4.5988, -3.3989], [-2.8309, -2.9146, -5.4051], [-1.5051, -1.0047, -4.5225], [0.4347, -0.2179, -3.3568], [1.5746, -1.3447, -2.7375], [0.8573, -3.7020, -2.2052], [-0.4511, -5.6248, -3.1288]]
}

=====

[2]
{
  "formula": "C4H8O3",
  "method": "ωB97M-V with the def2-TZVPD basis set",
  "energy_ha": -382.9104,
  "orbital_gap_ev": 10.720,
  "smiles": "C=CC(=O)OC.O",
  "total_charge": 0,
  "mol_weight_g_mol": 104.10,
  "largest_force_ev_per_a": 0.52,
  "de_lowest_kcal_mol": 34.2,
  "symbols": ["C", "C", "C", "O", "O", "C", "H", "H", "H", "H", "H", "H", "O", "H", "H"],
  "positions_angstrom": [[1.8970, 0.9148, -0.4731], [0.7308, 1.0933, 0.1488], [-0.3939, 0.1773, -0.1581], [-0.2740, -0.9032, -0.7078], [-1.5699, 0.6454, 0.2659], [-2.6898, -0.2048, 0.0049], [2.0060, 0.1768, -1.2590], [2.7916, 1.4622, -0.1981], [0.5805, 1.8478, 0.9161], [-2.5579, -1.1727, 0.4940], [-3.5573, 0.3175, 0.4086], [-2.7985, -0.3646, -1.0700], [2.3079, -1.5134, 0.5360], [1.9818, -0.8389, 1.1442], [1.5456, -1.6374, -0.0525]]
}

=====

[3]
{
  "formula": "C15H25N4O4SSn",
  "method": "ωB97M-V with the def2-TZVPD basis set",
  "energy_ha": -1718.7643,
  "orbital_gap_ev": 7.859,
  "total_charge": 1,
  "mol_weight_g_mol": 476.17,
  "largest_force_ev_per_a": 1.58,
  "de_lowest_kcal_mol": 24.3,
  "symbols": ["Sn", "N", "C", "C", "C", "C", "N", "H", "H", "H", "H", "H", "H", "H", "H", "H", "H", "H", "H", "C", "C", "O", "C", "C", "C", "C", "C", "C", "O", "H", "H", "H", "H", "H", "H", "H", "S", "C", "N", "C", "C", "N", "H", "H", "H", "H", "H", "H", "O", "O"],
  "positions_angstrom": [[-0.0392, -1.4804, 0.2308], [-1.7242, 0.5325, -0.4689], [-2.7780, 0.6553, -1.4817], [-4.0636, -0.0549, -1.0612], [-3.8512, -1.5411, -0.7549], [-3.5718, -1.8403, 0.7237], [-2.4950, -2.8250, 0.8468], [-2.1176, 0.7677, 0.4408], [-0.9983, 1.2222, -0.6493], [-2.4046, 0.2138, -2.4099], [-3.0153, 1.7103, -1.6743], [-4.7747, 0.0539, -1.8813], [-4.4957, 0.4463, -0.1921], [-2.9971, -1.8967, -1.3378], [-4.7275, -2.1100, -1.0677], [-4.4946, -2.1707, 1.2207], [-3.2250, -0.9462, 1.2381], [-2.7938, -3.6957, 0.4160], [-2.3486, -3.0259, 1.8324], [-1.5309, 1.1317, 3.9282], [-0.5319, 0.3356, 3.1225], [-0.9877, -0.3274, 2.1735], [0.8593, 0.4145, 3.4542], [1.2684, 0.9930, 4.6757], [2.5885, 1.1550, 4.9945], [3.5711, 0.7281, 4.0951], [3.2120, 0.1428, 2.9115], [1.8598, -0.0325, 2.5373], [1.6114, -0.5416, 1.3679], [-2.5022, 1.0893, 3.4381], [-1.2063, 2.1645, 4.0173], [-1.6313, 0.7135, 4.9271], [0.5199, 1.3065, 5.3861], [2.8784, 1.5987, 5.9343], [4.6158, 0.8612, 4.3367], [3.9535, -0.2132, 2.2126], [0.1786, 0.1275, -3.7731], [1.8322, 0.3351, -4.2390], [2.3085, 1.2940, -5.0262], [3.7639, 1.3304, -4.9611], [4.0909, 0.0482, -4.1622], [2.7828, -0.4251, -3.7383], [1.7536, 2.0130, -5.4523], [4.0966, 2.2351, -4.4449], [4.1926, 1.3328, -5.9627], [4.7185, 0.2399, -3.2925], [4.5780, -0.7056, -4.7855], [2.5526, -0.9609, -2.8716], [1.2075, -1.1522, -1.8451], [0.3120, -1.2472, -2.9283]]
}

=====

[4]
{
  "formula": "C3H11N2",
  "method": "ωB97M-V with the def2-TZVPD basis set",
  "energy_ha": -230.1358,
  "orbital_gap_ev": 11.515,
  "total_charge": 1,
  "mol_weight_g_mol": 75.13,
  "largest_force_ev_per_a": 2.16,
  "de_lowest_kcal_mol": 29.3,
  "symbols": ["C", "N", "H", "H", "H", "H", "H", "H", "C", "C", "N", "H", "H", "H", "H", "H"],
  "positions_angstrom": [[-2.0148, -0.7768, 0.7694], [-0.9016, -1.3467, -0.0529], [-2.7009, -0.2028, 0.1481], [-1.5893, -0.0240, 1.4319], [-2.5436, -1.5448, 1.3219], [-1.3029, -1.8257, -0.8576], [-0.1945, -0.5312, -0.2027], [-0.4808, -2.1019, 0.4875], [1.5350, 0.6762, -1.3624], [1.3484, 1.3720, 0.8943], [0.8619, 0.6918, -0.0589], [1.6494, 1.6836, -1.7677], [2.5529, 0.2958, -1.2516], [0.9659, 0.0271, -2.0221], [0.7774, 1.4082, 1.8193], [2.0376, 2.1991, 0.7034]]
}

=====

[5]
{
  "formula": "C22H46Br19P",
  "method": "ωB97M-V with the def2-TZVPD basis set",
  "energy_ha": -50113.4159,
  "orbital_gap_ev": 8.438,
  "smiles": "CCCCPBr.BrCCBr.BrCCBr.BrCCBr.BrCCBr.BrCCBr.BrCCBr.BrCCBr.BrCCBr.BrCCBr",
  "total_charge": 0,
  "mol_weight_g_mol": 1859.76,
  "largest_force_ev_per_a": 2.70,
  "de_lowest_kcal_mol": 64.3,
  "symbols": ["C", "C", "C", "C", "P", "Br", "H", "H", "H", "H", "H", "H", "H", "H", "H", "H", "Br", "C", "C", "Br", "H", "H", "H", "H", "Br", "C", "C", "Br", "H", "H", "H", "H", "Br", "C", "C", "Br", "H", "H", "H", "H", "Br", "C", "C", "Br", "H", "H", "H", "H", "Br", "C", "C", "Br", "H", "H", "H", "H", "Br", "C", "C", "Br", "H", "H", "H", "H", "Br", "C", "C", "Br", "H", "H", "H", "H", "Br", "C", "C", "Br", "H", "H", "H", "H", "Br", "C", "C", "Br", "H", "H", "H", "H"],
  "positions_angstrom": [[3.5199, 2.1083, -2.4135], [2.2616, 3.2019, -2.5018], [0.9132, 2.2618, -2.8049], [-0.4262, 3.1450, -3.1571], [-1.9228, 2.1222, -2.4434], [-1.4420, -0.0944, -2.8156], [4.5047, 2.5759, -1.9882], [3.0934, 1.2148, -1.7471], [3.6416, 1.6441, -3.5004], [2.4361, 3.9586, -3.3772], [2.0909, 3.7779, -1.4852], [0.6994, 1.6528, -1.8080], [1.1579, 1.5743, -3.7279], [-0.4903, 3.2542, -4.3416], [-0.3745, 4.2336, -2.7301], [-1.8757, 2.4008, -1.0298], [6.9480, 0.8686, -1.0573], [6.4463, -0.1732, 0.5132], [4.9723, -0.5050, 0.5014], [3.8968, 1.0384, 1.0169], [6.7543, 0.4028, 1.3902], [7.0473, -1.0848, 0.4532], [4.7434, -1.2721, 1.2466], [4.6093, -0.8346, -0.4760], [-2.2339, -1.4024, -6.6771], [-3.6666, -2.1433, -5.5808], [-3.6553, -3.6538, -5.6138], [-4.4033, -4.3293, -7.2837], [-4.6026, -1.7084, -5.9421], [-3.4681, -1.7782, -4.5693], [-4.2985, -4.0618, -4.8290], [-2.6541, -4.0827, -5.5161], [-2.8137, 3.8678, 0.7681], [-4.2464, 3.1269, 1.8644], [-4.2351, 1.6164, 1.8314], [-4.9831, 0.9409, 0.1615], [-5.1824, 3.5618, 1.5031], [-4.0478, 3.4921, 2.8759], [-4.8783, 1.2084, 2.6162], [-3.2339, 1.1875, 1.9291], [11.1884, 0.0990, 1.5281], [10.6867, -0.9428, 3.0986], [9.2127, -1.2746, 3.0869], [8.1373, 0.2688, 3.6024], [10.9948, -0.3668, 3.9756], [11.2877, -1.8544, 3.0386], [8.9838, -2.0417, 3.8320], [8.8497, -1.6042, 2.1094], [0.3943, 2.8173, 3.4642], [0.8154, 4.7204, 3.5312], [0.8808, 5.3153, 2.1439], [2.5487, 4.8418, 1.2504], [1.7493, 4.8212, 4.0910], [0.0018, 5.1713, 4.1062], [0.8850, 6.4079, 2.1923], [0.0658, 4.9881, 1.4923], [-9.1427, -1.9923, 2.1239], [-7.2180, -1.9143, 2.4289], [-6.9051, -1.4637, 3.8367], [-7.1485, 0.4615, 4.0326], [-6.7993, -1.2587, 1.6604], [-6.8625, -2.9350, 2.2626], [-5.8525, -1.6424, 4.0741], [-7.5304, -1.9431, 4.5951], [2.2526, -2.7506, -1.2790], [2.6817, -3.2451, -3.1161], [1.6650, -2.6870, -4.0845], [0.0135, -3.7242, -4.0502], [2.7546, -4.3359, -3.1444], [3.6693, -2.8144, -3.3029], [2.0282, -2.7654, -5.1131], [1.3936, -1.6480, -3.8780], [5.4867, -5.9628, -1.8801], [4.2932, -7.4045, -1.3321], [3.4508, -7.8872, -2.4898], [1.9945, -6.6464, -2.8691], [3.7021, -7.0280, -0.4927], [4.9537, -8.2007, -0.9774], [2.9607, -8.8331, -2.2425], [4.0167, -8.0081, -3.4177], [-8.2538, 5.4863, 4.4317], [-9.6865, 4.7453, 5.5280], [-9.6752, 3.2348, 5.4950], [-10.4232, 2.5593, 3.8251], [-10.6225, 5.1802, 5.1667], [-9.4880, 5.1105, 6.5395], [-10.3185, 2.8268, 6.2798], [-8.6740, 2.8059, 5.5926]]
}

=====

[6]
{
  "formula": "C23H15BaO5P",
  "method": "ωB97M-V with the def2-TZVPD basis set",
  "energy_ha": -1627.9693,
  "orbital_gap_ev": 6.326,
  "total_charge": 2,
  "mol_weight_g_mol": 539.67,
  "largest_force_ev_per_a": 5.01,
  "de_lowest_kcal_mol": 0.0,
  "symbols": ["O", "C", "Ba", "O", "C", "C", "O", "C", "O", "C", "O", "C", "C", "C", "C", "C", "C", "P", "C", "C", "C", "C", "C", "C", "C", "C", "C", "C", "C", "C", "H", "H", "H", "H", "H", "H", "H", "H", "H", "H", "H", "H", "H", "H", "H"],
  "positions_angstrom": [[0.0054, 4.1380, -0.3443], [0.0126, 2.9928, -0.3734], [-0.0201, -0.3340, 0.3332], [0.0021, 0.0550, -3.7444], [-0.0052, -0.0058, -2.6004], [-0.0059, -3.0747, -0.2919], [-0.0182, -4.2192, -0.3814], [-2.9108, -0.0363, -0.2728], [-4.0575, -0.0107, -0.3025], [2.8829, 0.0216, -0.3229], [4.0284, 0.0759, -0.3416], [-0.8641, 4.2172, 5.6816], [0.1232, 4.1514, 4.6899], [0.4022, 2.9460, 4.0567], [-0.3075, 1.7714, 4.4116], [-1.2957, 1.8447, 5.4126], [-1.5729, 3.0638, 6.0369], [0.0135, 0.2787, 3.4517], [1.6019, -0.4130, 4.0259], [2.1234, -1.5575, 3.3726], [3.4613, -1.8983, 3.5318], [4.3027, -1.1287, 4.3420], [3.7914, -0.0104, 5.0084], [2.4504, 0.3459, 4.8581], [-1.3860, -0.8459, 3.8107], [-1.2217, -2.1123, 4.4004], [-2.3244, -2.9581, 4.5332], [-3.5874, -2.5552, 4.0853], [-3.7460, -1.3020, 3.4843], [-2.6615, -0.4543, 3.3365], [-1.0852, 5.1665, 6.1706], [0.6770, 5.0498, 4.4078], [1.1566, 2.8999, 3.2734], [-1.8526, 0.9525, 5.6870], [-2.3545, 3.1138, 6.8001], [1.4824, -2.1707, 2.7261], [3.8590, -2.7683, 3.0062], [5.3531, -1.3936, 4.4477], [4.4430, 0.6001, 5.6319], [2.0636, 1.2347, 5.3554], [-0.2357, -2.4221, 4.7552], [-2.1971, -3.9392, 4.9890], [-4.4443, -3.2154, 4.2008], [-4.7284, -0.9839, 3.1307], [-2.7852, 0.5259, 2.8597]]
}